Entry 1:
ORCA calculation (ωB97M-V/def2-TZVPD) on a structure of composition C45H42AlN2OP2SiTe at a distorted geometry.

Last column: natural (NBO) charge in e.
Positions of all 95 atoms, in Å:
Al (0.1229, 0.4257, 0.1410)  1.639
C (4.1109, 0.7472, -1.4283)  -1.150
Si (2.8682, -0.6207, -1.1998)  1.831
C (3.7129, -2.2525, -0.9968)  -1.141
C (1.7249, -0.7646, -2.6635)  -1.136
N (1.8071, -0.2371, 0.1625)  -1.380
C (2.3080, -0.2532, 1.4872)  0.114
C (3.6402, -0.4270, 1.8670)  -0.246
C (4.0010, -0.4753, 3.2077)  -0.172
C (3.0508, -0.3527, 4.2101)  -0.221
C (1.7180, -0.1489, 3.8707)  -0.265
C (1.4093, -0.0829, 2.5357)  0.280
O (0.0754, 0.1340, 2.0467)  -0.650
C (-0.9735, 0.1566, 3.0070)  0.337
C (-1.2568, 1.3216, 3.6845)  -0.275
C (-2.2602, 1.2878, 4.6439)  -0.191
C (-2.9255, 0.0957, 4.9186)  -0.207
C (-2.5991, -1.0632, 4.2286)  -0.172
C (-1.6142, -1.0370, 3.2495)  -0.270
H (4.3074, 0.9163, -2.4912)  0.249
H (5.0695, 0.5078, -0.9601)  0.249
H (3.7618, 1.6871, -0.9930)  0.244
H (4.1964, -2.4954, -1.9491)  0.252
H (2.9915, -3.0442, -0.7781)  0.247
H (4.4826, -2.2754, -0.2258)  0.245
H (2.2431, -0.5471, -3.6025)  0.258
H (0.8784, -0.0742, -2.6181)  0.236
H (1.3234, -1.7804, -2.7337)  0.243
H (4.4073, -0.5155, 1.1097)  0.224
H (5.0421, -0.6174, 3.4670)  0.227
H (3.3343, -0.4065, 5.2518)  0.230
H (0.9582, -0.0479, 4.6335)  0.238
H (-0.6838, 2.2170, 3.4909)  0.234
H (-2.5050, 2.1885, 5.1916)  0.236
H (-3.6986, 0.0730, 5.6756)  0.234
H (-3.1124, -1.9912, 4.4431)  0.235
H (-1.3416, -1.9266, 2.6960)  0.244
Te (-3.4062, 3.4999, 1.1106)  0.616
C (-4.3241, 4.5039, -0.5091)  -0.218
C (-5.3897, 3.9206, -1.1829)  -0.292
C (-5.8399, 4.5200, -2.3521)  0.035
N (-5.3083, 5.6299, -2.8685)  -0.403
C (-4.3042, 6.1925, -2.1950)  0.037
C (-3.7779, 5.6734, -1.0177)  -0.291
C (-2.2199, 2.3254, -0.1194)  -1.367
P (-2.3154, 0.5732, -0.2806)  0.927
C (-3.8956, -0.0924, 0.3174)  -0.409
C (-4.7742, -0.7725, -0.5246)  -0.173
C (-6.0227, -1.1587, -0.0563)  -0.211
C (-6.3988, -0.8812, 1.2513)  -0.176
C (-5.5135, -0.2350, 2.1033)  -0.226
C (-4.2681, 0.1522, 1.6380)  -0.103
C (-2.3509, 0.1294, -2.0522)  -0.382
C (-1.6309, -0.9654, -2.5141)  -0.208
C (-1.6915, -1.3419, -3.8530)  -0.206
C (-2.4814, -0.6178, -4.7306)  -0.203
C (-3.2113, 0.4781, -4.2744)  -0.139
C (-3.1490, 0.8480, -2.9433)  -0.221
P (-0.5353, 2.7094, -0.4297)  0.895
C (0.0314, 4.3089, 0.2249)  -0.389
C (0.1088, 4.4959, 1.6046)  -0.167
C (0.5069, 5.7096, 2.1365)  -0.208
C (0.8402, 6.7570, 1.2870)  -0.174
C (0.7758, 6.5802, -0.0869)  -0.223
C (0.3783, 5.3602, -0.6211)  -0.120
C (-0.2734, 2.9156, -2.2205)  -0.379
C (0.9626, 2.6237, -2.7888)  -0.206
C (1.1831, 2.8470, -4.1423)  -0.198
C (0.1663, 3.3730, -4.9276)  -0.205
C (-1.0656, 3.6826, -4.3607)  -0.150
C (-1.2860, 3.4547, -3.0111)  -0.220
H (-5.8570, 3.0137, -0.8178)  0.229
H (-6.6670, 4.0850, -2.9036)  0.200
H (-3.8916, 7.1008, -2.6214)  0.200
H (-2.9526, 6.1707, -0.5221)  0.230
H (-4.4958, -1.0128, -1.5412)  0.232
H (-6.7011, -1.6794, -0.7195)  0.227
H (-7.3783, -1.1749, 1.6069)  0.226
H (-5.7945, -0.0226, 3.1272)  0.221
H (-3.5857, 0.6532, 2.3093)  0.204
H (-1.0284, -1.5518, -1.8258)  0.213
H (-1.1244, -2.1937, -4.2057)  0.225
H (-2.5330, -0.9048, -5.7733)  0.226
H (-3.8284, 1.0422, -4.9628)  0.217
H (-3.7114, 1.7040, -2.5821)  0.234
H (-0.1538, 3.6864, 2.2708)  0.200
H (0.5520, 5.8418, 3.2097)  0.224
H (1.1566, 7.7077, 1.6969)  0.227
H (1.0378, 7.3925, -0.7525)  0.227
H (0.3384, 5.2417, -1.6947)  0.223
H (1.7668, 2.2391, -2.1698)  0.216
H (2.1466, 2.6185, -4.5807)  0.223
H (0.3343, 3.5471, -5.9831)  0.225
H (-1.8552, 4.1027, -4.9720)  0.220
H (-2.2444, 3.6965, -2.5608)  0.236

* LUMO energy: -2.65 eV
* HOMO level: -10.099 eV
* charge: +1
* Kohn-Sham gap: 7.4462 eV
* calculated total energy: -92717.467 eV
* 2S+1: 1

Entry 2:
ORCA calculation (ωB97M-V/def2-TZVPD) on a structure of composition C45H42BClNO2PRuS at a distorted geometry.

Last column: Mulliken charge in e.
Positions of all 95 atoms, in Å:
Ru (0.4854, -0.7060, 0.2555)  -1.026
C (-4.8030, -0.0959, -4.2235)  -1.621
C (-3.7512, 0.8528, -3.6289)  1.804
C (-4.1872, 2.3058, -3.8902)  -1.588
C (-2.4106, 0.6107, -4.3266)  -1.866
C (-3.6629, 0.6383, -2.1278)  0.225
C (-4.8044, 0.9017, -1.3469)  -0.652
C (-4.7943, 0.8558, 0.0335)  -1.649
C (-3.6076, 0.5223, 0.6640)  1.380
S (-3.2330, 0.4888, 2.3693)  -0.354
C (-1.6148, 0.0391, 1.9885)  0.690
N (-1.3759, -0.1254, 0.6857)  1.870
C (-2.4690, 0.1753, -0.0867)  -2.146
C (-2.5045, 0.2294, -1.4827)  0.126
C (-0.5616, -0.1610, 2.9402)  0.382
C (-0.7112, 0.1311, 4.3013)  -1.031
C (0.3508, -0.0589, 5.1563)  -0.865
C (1.5579, -0.5554, 4.6758)  -0.899
C (1.7105, -0.8592, 3.3253)  -0.557
C (0.6619, -0.6645, 2.4411)  1.371
H (-4.8646, 0.0559, -5.2981)  0.470
H (-5.7865, 0.0933, -3.8040)  0.343
H (-4.5376, -1.1338, -4.0351)  0.353
H (-4.2604, 2.4782, -4.9612)  0.463
H (-3.4655, 3.0072, -3.4767)  0.350
H (-5.1600, 2.5133, -3.4537)  0.354
H (-2.5204, 0.7937, -5.3923)  0.449
H (-2.0777, -0.4181, -4.2005)  0.277
H (-1.6427, 1.2858, -3.9519)  0.346
H (-5.7327, 1.1606, -1.8324)  0.501
H (-5.6805, 1.0854, 0.6071)  0.450
H (-1.6015, -0.0251, -2.0234)  0.533
H (-1.6487, 0.5299, 4.6603)  0.524
H (0.2449, 0.1770, 6.2039)  0.492
H (2.3832, -0.7061, 5.3567)  0.497
H (2.6584, -1.2707, 2.9963)  0.534
Cl (2.6501, -1.2255, -0.2629)  -0.025
C (2.7959, -2.8836, -0.7738)  0.882
C (4.0399, -3.3533, -1.1623)  -0.690
C (4.1705, -4.6835, -1.5350)  -0.573
C (3.0700, -5.5270, -1.5203)  -0.934
C (1.8274, -5.0442, -1.1479)  -0.399
C (1.6733, -3.7130, -0.7622)  -0.717
P (0.0729, -3.0672, -0.1658)  1.952
C (-1.1160, -4.3397, -0.7212)  0.386
C (-1.5550, -4.3331, -2.0438)  -0.318
C (-2.3602, -5.3592, -2.5078)  -0.782
C (-2.7501, -6.3799, -1.6537)  -0.569
C (-2.3328, -6.3754, -0.3322)  -0.781
C (-1.5199, -5.3617, 0.1384)  0.042
C (0.1572, -3.4611, 1.6125)  0.587
C (1.2810, -3.9909, 2.2353)  -0.640
C (1.2011, -4.3559, 3.5680)  -0.825
C (0.0344, -4.1525, 4.2861)  -0.782
C (-1.0740, -3.5806, 3.6783)  -0.875
C (-1.0172, -3.2458, 2.3417)  -0.265
H (4.8905, -2.6900, -1.1681)  0.548
H (5.1363, -5.0535, -1.8408)  0.436
H (3.1807, -6.5665, -1.7900)  0.464
H (0.9694, -5.7004, -1.1397)  0.470
H (-1.2474, -3.5353, -2.7056)  0.487
H (-2.6810, -5.3692, -3.5385)  0.469
H (-3.3802, -7.1783, -2.0135)  0.433
H (-2.6280, -7.1662, 0.3408)  0.466
H (-1.1919, -5.3890, 1.1651)  0.390
H (2.1990, -4.1357, 1.6832)  0.472
H (2.0518, -4.8175, 4.0427)  0.463
H (-0.0159, -4.4458, 5.3211)  0.457
H (-1.9745, -3.4107, 4.2493)  0.515
H (-1.8873, -2.8506, 1.8249)  0.662
C (4.3508, 7.0481, 1.3837)  -1.582
C (3.5770, 6.6224, 0.1191)  1.922
C (2.5636, 7.7347, -0.2342)  -1.532
C (4.5669, 6.4820, -1.0347)  -2.091
C (2.7961, 5.3640, 0.3941)  0.419
C (1.8246, 5.3814, 1.4207)  -0.531
C (0.9569, 4.3367, 1.6536)  -1.886
C (1.0762, 3.2320, 0.8245)  0.745
O (0.3526, 2.0989, 0.7792)  -0.167
B (0.9297, 1.2898, -0.2226)  0.424
O (1.9957, 1.9611, -0.7855)  -0.471
C (2.0874, 3.1641, -0.1574)  0.694
C (2.9528, 4.2091, -0.3799)  -1.043
H (4.9153, 7.9506, 1.1649)  0.451
H (5.0433, 6.2617, 1.6750)  0.403
H (3.6910, 7.2565, 2.2203)  0.323
H (3.1007, 8.6481, -0.4737)  0.442
H (1.8844, 7.9451, 0.5869)  0.358
H (1.9768, 7.4354, -1.1000)  0.379
H (5.0695, 7.4321, -1.1947)  0.423
H (4.0609, 6.2167, -1.9603)  0.430
H (5.3273, 5.7355, -0.8159)  0.419
H (1.7432, 6.2581, 2.0423)  0.415
H (0.2037, 4.3849, 2.4232)  0.490
H (3.7003, 4.1421, -1.1490)  0.636

* LUMO energy (alpha / beta): -8.27 / -8.27 eV
* energy above the lowest of the compared OMol25 structures with the same formula, charge and spin: 68.9 kJ/mol
* HOMO level (alpha / beta): -12.859 / -12.857 eV
* charge: +2
* Kohn-Sham gap (alpha / beta): 4.5885 / 4.5847 eV
* calculated total energy: -88824.369 eV
* 2S+1: 1

Entry 3:
ORCA calculation (ωB97M-V/def2-TZVPD) on a structure of composition C45H42N4O2PTi at a distorted geometry.

Last column: natural (NBO) charge in e.
Positions of all 95 atoms, in Å:
Ti (-0.5565, -0.3403, 0.0961)  1.710
C (-0.5954, -2.9434, -1.9439)  -0.590
C (-1.2268, -3.6328, -0.7654)  -0.037
C (-1.0478, -5.0017, -0.6514)  -0.199
C (-1.6273, -5.7191, 0.3817)  -0.196
C (-2.3636, -5.0436, 1.3310)  -0.198
C (-2.5474, -3.6646, 1.2738)  -0.026
C (-3.2505, -3.0161, 2.4387)  -0.636
C (-2.0046, -2.9428, 0.1943)  0.184
N (-2.1155, -1.5324, 0.1175)  -0.715
C (-3.2590, -0.8661, 0.3230)  0.238
C (-4.6074, -1.5014, 0.1635)  -0.683
C (-3.1297, 0.5278, 0.5890)  0.223
C (-4.3449, 1.3514, 0.8973)  -0.680
N (-1.8783, 1.0207, 0.5969)  -0.745
C (-1.6200, 2.4171, 0.8186)  0.169
C (-1.8813, 3.3436, -0.2074)  -0.039
C (-2.4342, 2.9400, -1.5507)  -0.623
C (-1.5996, 4.6885, 0.0011)  -0.209
C (-1.0732, 5.1348, 1.1982)  -0.196
C (-0.8211, 4.2226, 2.2065)  -0.204
C (-1.0872, 2.8681, 2.0408)  -0.032
C (-0.8279, 1.9417, 3.1923)  -0.617
H (-0.1618, -3.6883, -2.6082)  0.235
H (0.2165, -2.2751, -1.6356)  0.204
H (-1.3349, -2.3789, -2.5071)  0.205
H (-0.4396, -5.5088, -1.3905)  0.213
H (-1.4909, -6.7904, 0.4449)  0.223
H (-2.8022, -5.5845, 2.1613)  0.217
H (-2.8700, -3.4435, 3.3659)  0.234
H (-4.3243, -3.2134, 2.4114)  0.219
H (-3.0812, -1.9432, 2.4760)  0.225
H (-4.5052, -2.5146, -0.2195)  0.248
H (-5.2143, -0.9259, -0.5389)  0.230
H (-5.1565, -1.5408, 1.1049)  0.245
H (-4.7855, 1.0257, 1.8429)  0.245
H (-5.1092, 1.2294, 0.1285)  0.234
H (-4.0974, 2.4053, 0.9818)  0.245
H (-1.6161, 2.7604, -2.2543)  0.210
H (-3.0443, 3.7442, -1.9596)  0.235
H (-3.0460, 2.0431, -1.5000)  0.209
H (-1.8183, 5.3905, -0.7949)  0.217
H (-0.8872, 6.1897, 1.3509)  0.225
H (-0.4293, 4.5663, 3.1560)  0.221
H (-0.8752, 2.4895, 4.1330)  0.227
H (0.1731, 1.5097, 3.1209)  0.219
H (-1.5433, 1.1286, 3.2330)  0.236
O (-0.6884, -1.1458, 2.5277)  -0.570
C (0.4288, -1.2727, 2.0406)  0.712
O (0.5768, -1.6603, 0.8007)  -0.802
C (1.6836, -0.8303, 2.7055)  -0.072
C (1.9924, -1.1057, 4.0278)  -0.180
C (3.1814, -0.6315, 4.5595)  -0.189
C (4.0386, 0.1361, 3.7843)  -0.180
C (3.7206, 0.4307, 2.4652)  -0.189
C (2.5493, -0.0654, 1.9084)  -0.314
P (2.0674, 0.2521, 0.1639)  0.830
C (3.0077, -1.0521, -0.7261)  -0.362
C (3.2753, -0.9120, -2.0885)  -0.153
C (3.8830, -1.9358, -2.8000)  -0.227
C (4.2221, -3.1199, -2.1656)  -0.190
C (3.9649, -3.2671, -0.8102)  -0.188
C (3.3652, -2.2429, -0.0946)  -0.179
C (2.9540, 1.8010, -0.2389)  -0.395
C (4.2385, 1.8871, -0.7703)  -0.199
C (4.7873, 3.1294, -1.0543)  -0.207
C (4.0638, 4.2893, -0.8140)  -0.173
C (2.7818, 4.2104, -0.2873)  -0.222
C (2.2262, 2.9723, -0.0098)  -0.142
H (1.3091, -1.6999, 4.6209)  0.235
H (3.4343, -0.8588, 5.5866)  0.230
H (4.9607, 0.5114, 4.2079)  0.229
H (4.3826, 1.0444, 1.8685)  0.231
H (3.0144, 0.0018, -2.6101)  0.197
H (4.0916, -1.8046, -3.8542)  0.223
H (4.6808, -3.9266, -2.7219)  0.227
H (4.2269, -4.1850, -0.3004)  0.225
H (3.1775, -2.3899, 0.9583)  0.226
H (4.8132, 0.9888, -0.9580)  0.230
H (5.7879, 3.1941, -1.4619)  0.227
H (4.4988, 5.2538, -1.0402)  0.226
H (2.2157, 5.1131, -0.0961)  0.227
H (1.2184, 2.9077, 0.3948)  0.214
N (-0.9145, 0.8801, -7.1581)  -0.199
C (-0.9031, 0.7965, -6.0132)  0.228
C (-0.8696, 0.6741, -4.5954)  -0.073
C (0.2805, 0.9939, -3.8760)  -0.158
C (0.2977, 0.8123, -2.5142)  0.066
N (-0.7313, 0.3061, -1.7971)  -0.605
C (-1.8625, 0.0742, -2.5043)  0.095
C (-1.9734, 0.2428, -3.8624)  -0.204
H (1.1502, 1.3858, -4.3845)  0.247
H (1.1690, 1.1199, -1.9613)  0.238
H (-2.7193, -0.2660, -1.9428)  0.238
H (-2.9139, 0.0355, -4.3532)  0.254

* LUMO energy (alpha / beta): -3.92 / -4.00 eV
* ⟨S²⟩: 2.0071
* HOMO level (alpha / beta): -9.431 / -10.924 eV
* charge: +1
* Kohn-Sham gap (alpha / beta): 5.5148 / 6.9269 eV
* calculated total energy: -89803.549 eV
* 2S+1: 3